{"formula": "C24H29N3O3S", "method": "wB97M-V/def2-TZVPD", "smiles": "CCc1ccc(-c2cc(C)no2)cc1S(=O)(=O)N1CCN(c2cc(C)ccc2C)CC1", "relative_energy_kcal_mol": 78.4, "total_energy_ha": -1720.07474, "max_force_ha_per_bohr": 0.0258, "homo_ev": -8.175, "species": ["S", "O", "O", "O", "N", "N", "N", "C", "C", "C", "C", "C", "C", "C", "C", "C", "C", "C", "C", "C", "C", "C", "C", "C", "C", "C", "C", "C", "C", "C", "C", "H", "H", "H", "H", "H", "H", "H", "H", "H", "H", "H", "H", "H", "H", "H", "H", "H", "H", "H", "H", "H", "H", "H", "H", "H", "H", "H", "H", "H"], "coordinates": [[-0.6599, -1.6387, -0.5057], [-6.2411, 1.3927, 0.4642], [-0.5013, -2.2069, -1.8146], [-0.0671, -2.3383, 0.6035], [2.6008, 0.5595, -0.1776], [-6.5826, 2.7002, 0.4939], [-0.1424, -0.0397, -0.5527], [4.7133, 1.5939, -0.7466], [-5.5177, 4.8839, 0.2335], [-2.5316, -3.9554, -0.1058], [3.9998, 0.6457, -0.0009], [4.0239, 2.5182, -1.7061], [-2.9662, -0.2013, -0.1129], [6.0460, -0.0292, 1.1158], [0.3542, 0.4703, 0.7101], [-4.3289, -0.0419, 0.1426], [6.0832, 1.6915, -0.5578], [-3.1894, -2.6131, -0.0038], [-5.5011, 3.4013, 0.2701], [6.7423, -0.8797, 2.1357], [-4.3928, 2.5388, 0.0835], [-2.4195, -1.4625, -0.1744], [2.1571, -0.0761, -1.4061], [6.7483, 0.8935, 0.3547], [0.7054, 0.3182, -1.6721], [-3.4653, -5.1547, -0.0035], [1.8164, 0.0813, 0.9439], [-4.5482, -2.4407, 0.2493], [4.6766, -0.1416, 0.9251], [-4.9213, 1.2783, 0.2171], [-5.1110, -1.1820, 0.3258], [-1.9921, -3.9870, -1.0563], [6.2606, -1.8507, 2.2255], [6.6391, 2.4204, -1.1310], [-6.1656, -1.0677, 0.5246], [7.8163, 0.9952, 0.4817], [-5.1806, -3.3022, 0.3885], [-2.8902, -6.0699, -0.1189], [2.9868, 2.6575, -1.4120], [6.7067, -0.3950, 3.1122], [1.8570, -1.0130, 1.0556], [0.3215, -0.2039, -2.5475], [-1.7686, -4.0141, 0.6752], [7.7866, -1.0262, 1.8703], [4.5254, 3.4838, -1.7194], [2.2040, -1.1757, -1.3229], [-0.2734, 0.0607, 1.5020], [-3.9582, -5.1866, 0.9655], [-3.3804, 2.8183, -0.1160], [4.0456, 2.1205, -2.7214], [-2.3297, 0.6528, -0.2702], [2.7923, 0.2368, -2.2335], [-4.2205, -5.1286, -0.7857], [-5.1825, 5.2379, -0.7401], [-6.5261, 5.2406, 0.4194], [0.6266, 1.4000, -1.8198], [4.1299, -0.8703, 1.5048], [0.2572, 1.5609, 0.6917], [-4.8463, 5.2848, 0.9911], [2.1786, 0.5552, 1.8584]], "atomic_forces_ev_per_a": [[-0.27, 0.36, -0.01], [0.63, -0.87, -0.10], [-0.01, 0.25, -0.14], [-0.10, 0.26, 0.07], [-0.09, 0.05, 0.10], [-0.51, 1.23, 0.06], [-0.41, -1.11, -0.02], [-0.02, 0.01, -0.05], [-0.10, -0.01, 0.02], [-0.08, -0.45, 0.06], [0.26, 0.13, 0.05], [0.06, -0.04, 0.01], [-0.33, 0.21, 0.07], [0.07, 0.02, -0.06], [0.19, -0.05, 0.64], [-0.07, -0.63, 0.04], [-0.03, -0.06, 0.01], [-0.08, -0.09, 0.05], [-0.03, -0.58, 0.02], [-0.03, 0.07, 0.05], [-0.40, -0.81, 0.10], [0.48, 0.22, -0.06], [-0.25, 0.09, -0.19], [-0.03, -0.06, 0.04], [0.33, -0.20, -0.62], [0.18, 0.21, -0.04], [-0.22, 0.10, 0.11], [0.31, -0.07, -0.06], [-0.07, 0.01, -0.08], [0.32, 1.26, -0.09], [0.11, 0.36, -0.03], [0.00, -0.08, 0.08], [0.02, -0.09, 0.04], [0.04, 0.09, -0.05], [-0.09, -0.02, 0.02], [0.12, 0.00, 0.02], [-0.03, -0.13, 0.00], [0.00, -0.09, 0.00], [-0.09, 0.06, -0.03], [0.04, -0.04, 0.09], [0.11, 0.13, 0.06], [0.12, 0.19, -0.08], [-0.03, -0.05, -0.09], [0.07, -0.05, 0.03], [0.00, 0.06, -0.04], [0.11, 0.06, -0.06], [0.05, 0.18, 0.13], [-0.10, -0.05, 0.07], [0.26, 0.01, -0.05], [-0.07, 0.03, -0.10], [0.01, 0.13, -0.02], [-0.02, -0.03, -0.01], [-0.13, -0.06, -0.04], [-0.01, 0.07, -0.03], [-0.04, 0.09, 0.01], [0.00, -0.06, 0.01], [-0.08, -0.10, 0.07], [-0.02, -0.08, 0.02], [0.00, 0.07, 0.02], [-0.03, -0.05, -0.02]], "lowdin_charge": [0.70, 0.01, -0.27, -0.28, -0.11, 0.10, -0.25, -0.21, -0.03, -0.21, -0.19, -0.05, 0.01, -0.28, -0.18, -0.13, -0.04, -0.19, -0.35, -0.05, 0.05, -0.19, -0.13, -0.05, -0.17, -0.10, -0.16, 0.00, 0.02, -0.22, 0.01, 0.11, 0.08, 0.11, 0.12, 0.11, 0.11, 0.07, 0.07, 0.08, 0.11, 0.11, 0.11, 0.07, 0.08, 0.14, 0.12, 0.08, 0.11, 0.08, 0.11, 0.12, 0.08, 0.08, 0.08, 0.13, 0.11, 0.13, 0.08, 0.14]}

{"formula": "C24H29N3O3S2", "method": "wB97M-V/def2-TZVPD", "smiles": "C=CCn1c(SCC(=O)c2cc(C)n(C[C@H]3CCCO3)c2C)nc2sc(C)c(C)c2c1=O", "relative_energy_kcal_mol": 0.0, "total_energy_ha": -2118.32081, "max_force_ha_per_bohr": 0.0181, "homo_ev": -7.679, "species": ["S", "S", "O", "O", "O", "N", "N", "N", "C", "C", "C", "C", "C", "C", "C", "C", "C", "C", "C", "C", "C", "C", "C", "C", "C", "C", "C", "C", "C", "C", "C", "C", "H", "H", "H", "H", "H", "H", "H", "H", "H", "H", "H", "H", "H", "H", "H", "H", "H", "H", "H", "H", "H", "H", "H", "H", "H", "H", "H", "H", "H"], "coordinates": [[1.0869, -0.6659, -0.7088], [-2.6039, 2.1464, -3.2271], [0.0832, -3.8226, 2.5189], [-2.2211, 2.4267, -0.3263], [2.2297, 2.9998, -3.8630], [-0.6915, 0.7996, -2.1021], [-1.7672, -1.1921, 1.8577], [0.0304, 2.5247, -3.5200], [1.1563, -3.2970, 4.5738], [2.7676, -0.2407, -0.9622], [0.6187, -4.4252, 3.6900], [0.2729, -2.4183, 2.5586], [-0.3295, 3.6310, -4.3828], [-1.0343, -1.6970, 2.9854], [1.4205, -2.1972, 3.5483], [-2.9729, -3.3401, 1.4034], [-3.3095, 1.0619, -1.9562], [-1.6484, 0.0584, 1.3470], [0.5935, 0.5620, -1.8126], [-2.6412, -1.9256, 1.0890], [-0.8367, 4.9985, -2.3299], [1.4089, 2.3146, -3.2839], [-0.9270, 1.7822, -2.9160], [-2.4674, 0.1461, 0.2251], [-2.5991, 1.3086, -0.6232], [4.2512, 1.3391, -2.2403], [-3.0865, -1.1286, 0.0778], [3.8398, -0.9772, -0.2387], [-0.7495, 1.0846, 1.9320], [2.9238, 0.7828, -1.8453], [-0.7217, 4.8753, -3.6373], [1.6719, 1.2542, -2.3449], [0.5549, 3.8463, -4.9932], [0.3987, -2.9742, 5.2886], [-2.0641, -3.9297, 1.5139], [2.0483, -3.5952, 5.1190], [-3.5712, -3.7577, 0.5989], [-4.3614, 1.3394, -1.8800], [-1.1188, 5.9344, -1.8806], [4.3244, -0.3286, 0.4925], [-3.5468, -3.4120, 2.3291], [-1.6633, -2.4081, 3.5260], [-3.2077, 0.0321, -2.2866], [-3.7984, -1.4148, -0.6702], [-0.7760, 1.9687, 1.3022], [4.6024, -1.3180, -0.9385], [0.2746, 0.7163, 1.9944], [4.1101, 2.1540, -2.9433], [4.7850, 1.7076, -1.3650], [-1.1479, 3.3191, -5.0417], [-0.9052, 5.7170, -4.2914], [-0.6780, 4.1820, -1.6452], [-1.0794, 1.3700, 2.9321], [0.5280, -2.0956, 1.5436], [1.4207, -5.1073, 3.3832], [3.4260, -1.8389, 0.2779], [1.4270, -1.1983, 3.9767], [2.3733, -2.3723, 3.0475], [-0.1640, -5.0108, 4.1826], [4.8627, 0.5670, -2.7066], [-0.8019, -0.8611, 3.6475]], "atomic_forces_ev_per_a": [[0.38, 0.31, -0.33], [-0.53, 0.13, -0.13], [-0.06, -0.06, -0.19], [-0.19, 0.00, 0.08], [0.13, 0.15, -0.07], [-0.29, 0.01, -0.38], [-0.26, 0.12, -0.17], [0.04, 0.02, 0.03], [-0.09, -0.07, -0.15], [-0.38, 0.13, -0.17], [0.17, -0.30, 0.26], [0.01, 0.46, 0.11], [0.02, 0.32, -0.24], [0.49, -0.27, 0.10], [-0.12, -0.16, -0.12], [0.07, 0.05, 0.07], [0.40, 0.26, -0.43], [-0.21, 0.57, -0.40], [0.65, 0.25, -0.18], [-0.32, -0.28, -0.28], [0.05, 0.05, 0.04], [0.08, -0.15, 0.03], [-0.15, -0.73, 0.32], [0.28, -0.29, 0.84], [-0.24, 0.22, 0.05], [0.05, 0.02, -0.01], [0.12, 0.02, 0.09], [0.00, 0.09, -0.02], [0.02, 0.00, 0.04], [0.04, -0.26, 0.21], [0.12, -0.02, -0.15], [-0.46, -0.34, 0.31], [-0.26, -0.11, 0.05], [0.00, 0.00, 0.06], [-0.05, -0.13, 0.02], [0.00, 0.00, 0.08], [-0.05, -0.03, -0.03], [-0.03, 0.01, -0.02], [-0.06, 0.22, 0.02], [0.06, -0.04, 0.08], [-0.04, -0.10, 0.06], [0.05, 0.10, 0.02], [-0.07, 0.01, 0.12], [-0.14, -0.15, -0.15], [0.05, -0.01, 0.04], [0.07, -0.08, 0.02], [0.12, 0.01, 0.05], [0.13, 0.01, 0.00], [0.11, 0.04, 0.03], [0.15, 0.01, -0.01], [-0.07, 0.16, -0.01], [0.03, -0.22, 0.09], [0.02, 0.06, 0.09], [-0.07, -0.01, 0.20], [-0.08, 0.03, 0.07], [0.09, -0.13, 0.09], [0.03, 0.08, -0.02], [0.04, 0.04, -0.02], [0.09, 0.03, -0.03], [0.11, -0.02, -0.04], [-0.07, -0.05, -0.03]], "lowdin_charge": [1.14, 1.05, -0.12, 0.04, 0.07, 0.06, -0.01, 0.01, -0.15, -0.51, -0.18, -0.30, -0.18, -0.05, -0.12, -0.02, -0.36, -0.22, -0.49, -0.26, 0.02, -0.34, -0.57, -0.14, -0.45, -0.02, 0.02, -0.09, -0.01, -0.26, -0.16, -0.10, 0.13, 0.11, 0.07, 0.11, 0.08, 0.09, 0.06, 0.09, 0.08, 0.14, 0.07, 0.11, 0.07, 0.08, 0.07, 0.07, 0.09, 0.10, 0.10, 0.05, 0.09, 0.10, 0.12, 0.06, 0.11, 0.12, 0.12, 0.09, 0.12]}